(1)
Below is a structure of composition C50H44AsCrN4PS2, with properties calculated with ωB97M-V/def2-TZVPD.

Output
Energy relative to the best compared isomer or geometry (same formula, charge and spin) in eV: 0.405
Highest occupied orbital energy (alpha / beta) in eV: -9.46 / -9.63
LUMO (alpha / beta) in eV: -2.262 / -2.638
Multiplicity: 4
Net charge: +1
Calculated total energy in hartree: -6568.618499
Molecular weight in g/mol: 923.0

Geometry (Å):
Cr  1.125264  0.117519  -1.195833
S  0.927878  2.307618  -0.314881
C  -0.442181  3.349933  0.119777
C  -0.145761  4.716348  0.001642
C  -1.062541  5.686678  0.355405
C  -2.315877  5.319779  0.830321
C  -2.626059  3.976756  0.937863
C  -1.704843  2.985161  0.592656
As  -2.231082  1.121738  0.682612
C  -3.782222  1.265286  1.846050
C  -5.099222  1.277962  1.402663
C  -6.141019  1.372608  2.317859
C  -5.872579  1.463444  3.675129
C  -4.557242  1.457161  4.121054
C  -3.518083  1.351941  3.209896
C  -3.114052  0.981317  -1.059536
C  -3.822430  -0.191182  -1.336295
C  -4.398344  -0.394886  -2.581956
C  -4.266114  0.571496  -3.571762
C  -3.565163  1.738211  -3.305490
C  -2.989900  1.943826  -2.057379
H  0.829299  5.003237  -0.371158
H  -0.798453  6.731913  0.257253
H  -3.042778  6.070619  1.109914
H  -3.604540  3.687230  1.300262
H  -5.322958  1.228159  0.344049
H  -7.164375  1.385956  1.965219
H  -6.685916  1.544220  4.384364
H  -4.341126  1.534482  5.179395
H  -2.494236  1.351851  3.562369
H  -3.938786  -0.945629  -0.564095
H  -4.957560  -1.301545  -2.778410
H  -4.716886  0.418029  -4.543578
H  -3.468993  2.498190  -4.070698
H  -2.446124  2.860536  -1.861891
S  0.481926  0.419571  -5.616916
C  -0.124842  1.876293  -4.958170
C  0.065520  1.963669  -3.609000
C  0.721856  0.823503  -3.065430
C  0.994048  -0.091045  -4.054339
C  1.668829  -1.335023  -3.733829
C  2.105737  -2.276615  -4.663646
C  2.799438  -3.386346  -4.227804
C  3.057607  -3.537231  -2.869873
C  2.581982  -2.574664  -2.005388
N  1.881890  -1.510782  -2.409532
H  -0.585414  2.602565  -5.610193
H  -0.231255  2.821739  -3.022394
H  1.913464  -2.114567  -5.715595
H  3.151961  -4.121971  -4.938625
H  3.618748  -4.377100  -2.486801
H  2.765877  -2.651969  -0.943006
N  -0.770187  -0.815859  -1.503821
C  -1.221997  -1.943002  -0.709911
C  -2.213435  -2.766993  -1.227795
C  -2.665934  -3.850840  -0.496117
C  -2.120777  -4.119271  0.753150
C  -1.120835  -3.307262  1.257212
C  -0.662282  -2.200128  0.539921
P  0.713267  -1.133405  1.075826
C  1.957737  -2.353683  1.665198
C  2.878818  -1.964514  2.641120
C  3.897991  -2.821490  3.034276
C  4.003954  -4.084112  2.470243
C  3.083285  -4.488299  1.512670
C  2.070005  -3.630373  1.110850
C  0.308650  -0.339314  2.667977
C  0.762022  0.951787  2.919894
C  0.593529  1.518242  4.178769
C  -0.012469  0.796324  5.193888
C  -0.464108  -0.495596  4.948189
C  -0.304435  -1.060166  3.694266
H  -0.778172  -1.078463  -2.485956
H  -1.455373  -0.055400  -1.435797
H  -2.633002  -2.546668  -2.202453
H  -3.438946  -4.489482  -0.902447
H  -2.461440  -4.972151  1.324510
H  -0.663233  -3.566377  2.202595
H  2.789183  -0.991575  3.112266
H  4.597667  -2.505957  3.797392
H  4.789107  -4.757369  2.787687
H  3.147873  -5.479687  1.082959
H  1.354421  -3.966153  0.370569
H  1.228432  1.522883  2.127354
H  0.940514  2.527719  4.357059
H  -0.140606  1.236905  6.174207
H  -0.946876  -1.063316  5.732991
H  -0.656834  -2.068535  3.532700
C  6.113552  -0.279293  1.026692
C  5.143396  0.301969  0.057415
C  5.272871  1.285964  -0.894615
C  4.008074  1.429793  -1.488926
N  3.152550  0.570814  -0.934089
N  3.864164  -0.105453  0.001287
C  3.634802  2.400822  -2.553382
H  7.118859  0.064454  0.796298
H  6.104707  -1.369262  0.990401
H  5.875238  0.028056  2.046111
H  6.163976  1.838591  -1.138063
H  3.421862  -0.792940  0.591099
H  4.486826  2.571584  -3.209783
H  3.347784  3.351520  -2.101511
H  2.793454  2.048970  -3.142625

Forces on atoms 1 to 2 (eV/Å):
-0.165 0.182 -0.220
0.051 -0.112 0.225

(2)
Below is a cluster of 8 separate species, C50H44BrClNO17P in total, with properties calculated with ωB97M-V/def2-TZVPD.

Output
Energy relative to the best compared isomer or geometry (same formula, charge and spin) in eV: 0.000
Highest occupied orbital energy in eV: -8.67
LUMO in eV: -1.848
SMILES: CCCCOC[C@@H](NCC(=O)Br)P(O)Cl.O=C1C=CC(=O)C=C1.O=C1C=CC(=O)C=C1.O=C1C=CC(=O)C=C1.O=C1C=CC(=O)C=C1.O=C1C=CC(=O)C=C1.O=C1C=CC(=O)C=C1.O=C1C=CC(=O)C=C1
Multiplicity: 1
Calculated total energy in hartree: -6640.855139
Molecular weight in g/mol: 1077.2

Geometry (Å):
C  -4.466041  -5.812127  0.491087
C  -4.293053  -6.513452  -0.872529
C  -3.328282  -5.792277  -1.840035
C  -3.689433  -4.302866  -2.081401
O  -2.706589  -3.504115  -1.388450
C  -3.068476  -2.135619  -1.478521
C  -2.767540  -1.370135  -0.166234
N  -3.185460  -2.032844  1.066794
C  -4.601592  -2.339502  1.148595
C  -5.520537  -1.164532  1.521584
O  -6.581230  -1.399580  1.888244
Br  -5.005987  0.710521  1.393860
P  -0.892114  -1.238486  -0.125758
O  -0.304986  -2.741911  0.287708
Cl  -0.374097  -0.067409  1.525121
H  -4.598174  -6.584514  1.263621
H  -3.581765  -5.231180  0.790071
H  -5.370182  -5.190027  0.515235
H  -5.245245  -6.646743  -1.403397
H  -3.864224  -7.512095  -0.696031
H  -3.294001  -6.299256  -2.812188
H  -2.325464  -5.818130  -1.386557
H  -3.617051  -4.019293  -3.140997
H  -4.701586  -4.135415  -1.676560
H  -2.565116  -1.601686  -2.305828
H  -4.152256  -2.030438  -1.666722
H  -3.122354  -0.336367  -0.278593
H  -2.627325  -2.869791  1.202141
H  -4.722076  -3.067756  1.962084
H  -5.037843  -2.817850  0.253752
H  -0.539637  -3.380440  -0.409011
C  -10.268545  -7.055162  -3.051101
C  -8.978068  -6.861649  -3.311436
C  -8.076622  -6.244272  -2.310274
O  -6.898717  -6.065547  -2.548243
C  -8.665262  -5.851943  -1.007625
C  -9.955519  -6.045011  -0.746226
C  -10.859147  -6.662939  -1.747728
O  -12.034087  -6.841149  -1.510362
H  -10.943069  -7.503651  -3.769310
H  -8.529270  -7.141891  -4.256022
H  -7.990164  -5.403236  -0.289331
H  -10.403206  -5.764370  0.198673
C  3.665387  -1.868899  0.104684
C  2.867291  -1.366633  -0.834318
C  3.101559  -1.643248  -2.271981
O  2.376583  -1.185175  -3.130190
C  4.259595  -2.502479  -2.623175
C  5.057565  -3.003985  -1.684205
C  4.820980  -2.726503  -0.246829
O  5.547025  -3.184212  0.611725
H  3.511000  -1.677575  1.159786
H  2.017958  -0.738629  -0.595260
H  4.414708  -2.693898  -3.677505
H  5.907495  -3.631751  -1.920874
C  7.454254  -1.540081  2.312275
C  8.645176  -1.258653  1.788148
C  9.277765  0.067816  1.984658
O  10.363922  0.326206  1.505379
C  8.535521  1.069524  2.787913
C  7.344863  0.788240  3.311553
C  6.711326  -0.537538  3.115782
O  5.625196  -0.794374  3.594472
H  6.976453  -2.499876  2.179471
H  9.202332  -1.976768  1.199375
H  9.013049  2.034279  2.922644
H  6.788143  1.507269  3.899790
C  -0.376220  3.505054  0.337522
C  0.542861  4.466369  0.379576
C  0.559240  5.558682  -0.620640
O  1.399636  6.435757  -0.583131
C  -0.488537  5.541610  -1.669867
C  -1.407948  4.580692  -1.713256
C  -1.424407  3.486663  -0.712097
O  -2.263413  2.610651  -0.750425
H  -0.404626  2.698710  1.058530
H  1.314716  4.495397  1.138531
H  -0.460517  6.348774  -2.390908
H  -2.179800  4.551652  -2.472190
C  11.775322  4.227451  3.902602
C  12.778545  5.061708  3.642584
C  12.547143  6.348588  2.942035
O  13.460640  7.108668  2.702889
C  11.154291  6.669264  2.544431
C  10.151715  5.834317  2.804837
C  10.384865  4.549407  3.504822
O  9.468925  3.787314  3.744536
H  11.924057  3.283641  4.411685
H  13.800487  4.844259  3.925727
H  11.004452  7.612614  2.035021
H  9.129263  6.050682  2.521992
C  -0.045003  7.649233  4.873093
C  1.259062  7.721867  5.128146
C  2.261895  7.649180  4.037051
O  3.450716  7.713186  4.269405
C  1.754931  7.494226  2.651750
C  0.451081  7.421841  2.397792
C  -0.551410  7.494184  3.487376
O  -1.740370  7.429547  3.254850
H  -0.791697  7.699459  5.655455
H  1.647170  7.835600  6.132455
H  2.499336  7.443364  1.866755
H  0.065628  7.308832  1.394240
C  -6.590792  0.560331  -4.716549
C  -6.229553  -0.720014  -4.757163
C  -4.809847  -1.112915  -4.924820
O  -4.477057  -2.279617  -4.962270
C  -3.808047  -0.026237  -5.043621
C  -4.168583  1.253771  -5.002990
C  -5.588499  1.648319  -4.835496
O  -5.917529  2.814298  -4.796539
H  -7.621824  0.867463  -4.595437
H  -6.946139  -1.527217  -4.670933
H  -2.776592  -0.333599  -5.164136
H  -3.451320  2.060056  -5.088641

Forces on atoms 1 to 2 (eV/Å):
-0.211 -0.585 0.025
0.527 -0.118 -0.415